C44H66CuO26S as an isolated structure in a non-equilibrium geometry. Source: the Open Molecules 2025 dataset; level of theory: wB97M-V/def2-TZVPD.

Results
Electronic energy ... -155409.6455 eV
Strongest force on any atom ... 3.72 eV/Å
HOMO-LUMO gap (spin up / spin down) ... 9.86 / 8.78 eV
HOMO energy (spin up / spin down) ... -9.447 / -9.384 eV
2S+1 ... 2

The geometry in XYZ format:
```
138
Properties=species:S:1:pos:R:3:forces:R:3
H 1.818039 -19.276929 10.891290 -1.63 1.31 1.17
H -1.243001 -19.124253 22.689860 -0.04 -0.02 -0.40
C -0.958564 -13.166000 18.817134 0.13 1.50 -0.08
H -3.182089 -13.494420 14.414222 -0.03 0.50 -0.94
H 4.566043 -19.681483 20.940004 0.51 0.49 -0.51
H 1.502647 -11.133930 15.094453 0.01 0.46 1.23
C -1.508914 -14.893903 14.682652 -0.20 -0.40 -1.24
H -3.188409 -18.484691 16.105382 -0.35 -0.81 -0.49
C -0.780597 -11.497795 20.559606 -1.26 1.47 1.80
C 2.738985 -15.622536 14.085196 0.05 1.83 -2.58
H -2.903333 -13.971478 16.007159 0.01 0.00 0.72
C -1.808678 -12.077025 19.564965 0.37 -0.53 0.40
C 4.805818 -14.759135 14.714349 -0.29 -0.91 -1.55
C 4.850171 -14.007417 21.589618 -0.55 -1.28 -0.57
H 2.364766 -19.106117 15.499591 0.21 -0.44 0.51
H 3.959354 -13.625175 17.199990 -0.28 0.45 -0.34
H -0.738497 -19.103556 10.573537 -0.75 -0.67 -2.39
H 8.277913 -19.476508 19.011112 0.23 -0.82 -0.35
C -2.109459 -20.171139 15.141215 -0.06 2.02 0.61
S -0.821389 -17.419229 17.967583 -1.10 -0.87 0.85
O 0.368469 -20.264147 13.408339 1.10 -0.05 0.84
C -2.870362 -14.329854 14.997726 -0.92 -0.54 0.40
O -4.615748 -22.239782 13.964378 2.31 1.83 1.63
C 6.048251 -19.946696 19.269882 -0.38 -1.15 -0.24
C 3.096920 -12.946018 17.301875 -0.54 -1.57 0.55
H -4.403050 -19.377794 13.951323 0.11 0.11 -0.09
H -4.844486 -15.471435 14.438590 1.11 0.46 0.43
H 3.375621 -10.800812 17.139711 0.43 0.42 0.13
O -0.236119 -16.719007 19.179611 0.74 0.17 -0.06
C -0.524231 -22.053715 21.060995 1.38 1.87 -0.84
O -1.848145 -16.518354 17.420848 0.94 -1.41 -0.31
C -0.375849 -19.064856 11.532826 -0.09 0.53 2.02
H 2.949526 -12.857849 18.394387 -0.26 0.18 -0.45
H 3.442262 -21.208232 15.389462 0.45 0.22 0.63
C 3.778107 -20.615077 16.270387 -1.60 -2.31 -0.34
C 2.804480 -19.481003 16.447541 -1.52 -0.12 1.10
H -1.087137 -15.342323 15.548496 0.66 -0.15 0.72
H 7.162563 -18.452847 18.122872 -0.23 0.62 -0.59
O -3.345446 -17.227282 13.033951 -1.29 -1.12 -0.91
C 3.392556 -14.488287 21.649043 -1.44 0.57 0.22
O 2.287289 -16.090572 20.111189 0.85 0.76 -0.09
H 6.138829 -14.632231 19.795454 -0.71 0.47 0.33
H 4.984719 -13.250085 19.549768 0.13 -0.11 -0.26
C 3.696512 -18.370059 16.919342 -1.01 1.58 1.04
H -1.722443 -19.467080 14.386151 -0.39 -0.49 -0.06
C -1.853224 -17.132584 21.908877 -0.67 -1.08 -1.34
C 1.608593 -11.525301 16.138817 -0.36 1.99 -0.30
H 0.733606 -17.926500 22.257830 -0.50 1.07 1.11
H -5.427814 -20.099352 15.187455 0.13 0.25 0.18
H 0.327624 -23.516706 19.871955 0.53 0.04 -0.62
H 5.416683 -14.683133 22.215671 0.51 -0.15 -0.17
H -1.129067 -11.578714 21.646701 0.64 -0.44 -1.43
O 3.410282 -17.296631 17.476771 0.26 -1.30 -0.68
H -1.288953 -21.305812 20.918617 -0.24 0.26 0.29
O 0.580005 -21.458629 21.820608 0.29 -0.84 0.22
H -3.394804 -20.098822 16.710691 -0.66 -0.98 2.25
C 5.070109 -19.953041 16.025928 2.56 -0.47 -0.10
O -0.122827 -16.017218 22.866608 1.35 -1.00 0.95
H -3.804686 -16.130762 15.699208 0.13 -0.64 0.59
C -4.393965 -19.983126 14.857932 -1.12 -0.42 0.15
O 1.569631 -12.048132 20.906005 -0.17 0.01 0.15
O -1.494657 -14.720885 21.735830 -1.02 2.23 -0.73
C 1.441355 -19.587894 12.976485 -0.49 1.91 -2.14
H 2.346369 -16.266725 14.829488 0.04 -0.48 1.20
H 4.279637 -18.452170 19.670796 1.14 -0.86 0.25
O 5.845779 -17.123365 21.526782 0.14 -1.61 -0.74
H 5.673290 -20.239186 18.277807 -0.42 0.22 0.87
H -0.336867 -21.110217 11.730742 0.44 -1.41 -0.53
H 3.772530 -21.314821 17.163625 0.14 0.95 -0.89
H -1.461824 -17.495544 20.916309 -0.58 0.65 0.68
O 3.471401 -14.455538 14.591615 0.22 -0.17 1.09
O 5.662154 -14.069632 15.171709 -0.48 0.66 0.56
H 5.990177 -16.128243 13.508946 -0.36 -0.07 0.45
H 1.858898 -15.180571 13.545229 0.81 -0.48 0.43
O 4.959790 -18.624232 16.610117 -0.19 0.17 -0.60
C 5.017117 -16.096980 14.023088 0.35 -0.15 0.21
C -1.300871 -18.072308 22.951817 0.46 0.31 1.04
H 3.803220 -15.734384 12.213123 0.42 0.84 -0.56
H 3.544777 -17.264274 12.875571 0.04 -0.52 0.28
C 0.106562 -17.471718 23.101776 -0.34 -0.09 -1.38
H -0.663214 -10.358448 20.513327 0.29 -1.60 -0.43
H 4.951780 -16.826621 14.854725 0.40 0.02 -0.52
O 7.339719 -18.204801 20.208097 -1.51 0.16 -0.21
H 3.048665 -14.984201 22.600564 0.40 0.41 -1.18
H -0.859892 -14.244603 14.138412 0.62 0.82 0.29
O -1.224363 -18.789432 18.318572 -0.43 1.16 -0.42
C 1.267636 -21.474659 19.577632 0.00 -2.01 1.08
H 6.200561 -20.954392 19.787770 0.41 1.57 -0.47
H 3.606128 -11.731819 15.628407 0.95 0.01 -0.30
C -1.244251 -15.791247 22.143937 1.72 -2.68 0.56
H 0.983376 -11.014851 16.924638 0.63 0.11 -1.00
C -3.780542 -15.560314 14.796399 -0.63 0.51 -1.37
H -1.315760 -20.239809 15.877197 0.15 -0.86 -0.03
H 0.581078 -17.660113 24.068692 -0.05 0.49 -0.24
H -2.173651 -11.336341 18.848916 0.08 -0.01 0.21
H 1.948606 -19.816806 17.131823 1.17 1.21 -0.88
H -1.280007 -14.118686 19.101637 -0.22 -1.60 0.34
H -1.028526 -13.056516 17.729565 0.35 -0.05 0.25
O -1.712056 -15.958897 13.708987 -0.83 0.49 0.52
C 0.089441 -22.461848 19.747209 -1.64 0.48 -2.36
C 3.222338 -15.330192 20.404506 -1.29 -0.53 1.43
O 1.074741 -12.806491 16.039639 -0.02 -0.78 -0.15
O -2.559076 -21.412786 14.571764 -0.06 -0.04 0.45
H -0.860371 -22.917341 21.525083 -0.83 -1.22 1.46
C 6.064616 -18.058574 20.781459 0.86 1.20 -0.59
C 3.093173 -11.658770 16.563178 -1.26 0.46 -0.59
H -1.559819 -20.552951 12.710709 -1.27 0.22 0.87
H 2.688167 -13.616268 21.431324 0.72 -1.04 0.46
O 0.456464 -17.589969 17.128020 -0.49 0.43 -1.04
O 2.792860 -21.009450 21.456821 -2.25 -1.22 -0.30
H 4.963685 -13.012572 21.994513 0.09 0.36 -0.40
O 1.478015 -14.750173 16.878037 -0.29 -2.54 0.55
C 5.093948 -19.077276 20.167701 0.03 0.29 -0.16
C 1.087830 -18.753053 11.663916 1.36 -2.48 0.07
C -0.598055 -20.316775 12.379162 1.09 0.59 -2.22
H -2.928268 -17.075611 21.892632 -0.40 -0.01 -0.26
O 2.551672 -19.615916 13.415254 0.33 -0.54 1.06
H -0.742423 -22.327311 18.928254 1.78 -0.51 1.32
C 7.291259 -19.058665 18.989583 -0.86 0.01 3.30
C -3.357515 -19.555470 15.835730 1.84 1.32 -1.49
C 1.841597 -13.633952 16.723890 1.00 0.51 1.02
H -1.862517 -18.044262 23.895672 0.13 0.27 -0.13
H 1.262837 -17.679998 11.734546 0.46 -0.26 0.16
H -2.692274 -12.509098 20.118024 1.06 0.25 -0.76
C -3.021314 -16.330949 13.736336 1.60 -0.09 0.88
H 2.131275 -21.728278 18.980740 0.07 -0.69 -0.16
O 0.466048 -13.023415 19.228384 -1.67 0.58 0.69
C 0.523289 -12.220222 20.340169 0.35 0.32 -1.21
C -3.910595 -21.356038 14.477320 -2.06 -1.65 -2.62
C 5.136029 -14.213005 20.041755 2.21 1.77 2.04
H -0.935141 -18.264521 11.964814 -0.38 0.79 0.57
C 1.688073 -21.370763 21.053018 1.23 2.82 -0.42
H 5.348662 -19.976695 14.931251 -0.25 0.75 1.21
H 5.911546 -20.383516 16.636642 -0.68 0.08 -1.24
O 4.201084 -15.108976 19.595128 -0.75 -1.48 -2.15
C 3.798212 -16.250260 13.145727 -1.26 -0.57 1.02
Cu 1.552926 -16.628502 18.296036 0.63 0.33 0.83
H 0.903056 -20.571269 19.149201 -0.46 1.17 0.28
```
Positions in Å, forces in eV/Å.